{
  "formula": "C50H82Br26ClN4O6P3S",
  "method": "ωB97M-V/def2-TZVPD",
  "elements": ["C", "C", "C", "C", "C", "C", "P", "N", "O", "C", "Cl", "C", "C", "N", "P", "O", "O", "O", "C", "C", "C", "C", "C", "C", "C", "C", "O", "C", "O", "C", "C", "C", "N", "C", "C", "P", "N", "C", "S", "H", "H", "H", "H", "H", "H", "H", "H", "H", "H", "H", "H", "H", "H", "H", "H", "H", "H", "H", "H", "H", "H", "H", "H", "H", "H", "H", "H", "H", "H", "Br", "C", "C", "Br", "H", "H", "H", "H", "Br", "C", "C", "Br", "H", "H", "H", "H", "Br", "C", "C", "Br", "H", "H", "H", "H", "Br", "C", "C", "Br", "H", "H", "H", "H", "Br", "C", "C", "Br", "H", "H", "H", "H", "Br", "C", "C", "Br", "H", "H", "H", "H", "Br", "C", "C", "Br", "H", "H", "H", "H", "Br", "C", "C", "Br", "H", "H", "H", "H", "Br", "C", "C", "Br", "H", "H", "H", "H", "Br", "C", "C", "Br", "H", "H", "H", "H", "Br", "C", "C", "Br", "H", "H", "H", "H", "Br", "C", "C", "Br", "H", "H", "H", "H", "Br", "C", "C", "Br", "H", "H", "H", "H"],
  "positions_angstrom": [[-3.972448, -1.578334, 0.653250], [-3.362495, -1.570471, -0.386225], [-2.211433, -1.725786, -1.503751], [-1.145660, -2.650869, -0.907397], [-1.585461, -3.868270, -0.398271], [-0.714073, -4.823464, 0.130036], [-1.404117, -6.467650, 0.716735], [-1.249597, -6.627328, 2.414919], [-0.343952, -7.551823, 0.041006], [0.631121, -4.466388, 0.160195], [1.812903, -5.578645, 0.819960], [1.077601, -3.252151, -0.345458], [0.220447, -2.317179, -0.893812], [0.603759, -1.051420, -1.496179], [0.605242, -1.289656, -3.208830], [0.366580, -2.681914, -3.586504], [-0.520371, -0.388050, -3.931257], [2.043859, -0.781427, -3.701112], [1.842908, -0.449030, -1.026283], [1.995817, 0.968831, -1.200261], [0.825412, 1.714866, -1.834959], [0.818769, 3.251998, -1.863804], [0.742008, 3.972485, -0.492514], [0.073083, 3.171378, 0.633218], [0.223527, 3.973907, 1.955652], [1.609518, 3.633409, 2.510035], [1.502233, 2.422810, 3.310158], [1.581492, 2.779153, 4.637030], [0.666674, 3.347296, 5.175862], [2.806643, 2.446610, 5.391806], [3.783582, 1.617969, 4.951805], [3.218980, 1.517246, -0.807912], [3.513779, 2.919536, -0.992172], [4.240441, 0.759657, -0.239467], [4.085307, -0.597860, -0.058312], [5.438730, -1.560678, 0.697084], [5.094885, -2.127789, 2.124296], [2.884620, -1.184304, -0.477638], [2.815716, -2.953630, -0.275870], [-4.339007, -1.611508, 1.655754], [-2.627812, -2.203146, -2.373751], [-1.832712, -0.723694, -1.681974], [-2.638177, -4.122625, -0.437105], [-0.295183, -6.715608, 2.754444], [-1.772131, -5.923634, 2.919774], [0.260986, -7.877334, 0.720981], [-0.994815, 0.178507, -3.306846], [2.101821, -0.868026, -4.662609], [0.697070, 1.354278, -2.862221], [-0.080772, 1.379481, -1.305632], [-0.041637, 3.570273, -2.467379], [1.701145, 3.615043, -2.393082], [1.737828, 4.343080, -0.246134], [0.121858, 4.871162, -0.636319], [0.571838, 2.200329, 0.730037], [-0.977704, 3.056382, 0.370307], [0.215931, 5.044009, 1.716246], [-0.589737, 3.688012, 2.620492], [2.038746, 4.441638, 3.114669], [2.323281, 3.461484, 1.696025], [2.894775, 2.878907, 6.386089], [4.305288, 1.731909, 4.003219], [4.089846, 0.808468, 5.619127], [4.052456, 3.288283, -0.219308], [4.049121, 2.998156, -1.849813], [5.183535, 1.219057, 0.045020], [6.562484, -0.714124, 0.854067], [5.784469, -2.578741, -0.221462], [4.157732, -1.869164, 2.411303], [-1.809011, 4.453326, -8.726056], [-0.480319, 5.101365, -7.465391], [0.762944, 4.253399, -7.511210], [0.499137, 2.551920, -6.604928], [-0.951224, 5.117294, -6.487612], [-0.257464, 6.120502, -7.774736], [1.578440, 4.739881, -6.979626], [1.078384, 4.023326, -8.523739], [-7.842226, -4.297723, 1.180817], [-6.568660, -5.462451, 0.274300], [-5.556597, -6.022782, 1.234327], [-4.236168, -4.682655, 1.704117], [-6.120032, -4.878551, -0.523329], [-7.166839, -6.261266, -0.154943], [-4.992045, -6.835523, 0.776273], [-6.002164, -6.370780, 2.161085], [-4.520982, -0.937475, -2.099522], [-5.100184, 0.257390, -3.583665], [-6.555764, 0.623844, -3.483402], [-7.724436, -0.832236, -4.029153], [-4.854152, -0.252879, -4.512440], [-4.480618, 1.148548, -3.485834], [-6.788329, 1.443841, -4.163439], [-6.856740, 0.895029, -2.474810], [4.559213, -1.727288, 7.719371], [3.073986, -0.948882, 8.708243], [1.756101, -1.242734, 8.045203], [1.490913, -0.123700, 6.474357], [3.277558, 0.113824, 8.796019], [3.117759, -1.406586, 9.694051], [0.932488, -1.001990, 8.714374], [1.664609, -2.273916, 7.718690], [5.474521, 4.215396, 2.438755], [7.042410, 4.527663, 3.550019], [6.697113, 5.346908, 4.763637], [6.463734, 7.225247, 4.310622], [7.789733, 4.995942, 2.917539], [7.387136, 3.538083, 3.843441], [7.513699, 5.324182, 5.482310], [5.781600, 5.020972, 5.248123], [-6.457023, -6.910287, -3.044886], [-5.063741, -8.047645, -3.778227], [-4.146822, -8.587731, -2.711864], [-2.878249, -7.248054, -2.084148], [-4.539629, -7.457057, -4.522621], [-5.595050, -8.860561, -4.269507], [-3.532679, -9.386270, -3.123595], [-4.673886, -8.953141, -1.836026], [6.616411, -2.223274, -2.993056], [8.474233, -2.771628, -2.794849], [8.921341, -2.729808, -1.358415], [9.258870, -0.904562, -0.770454], [9.062786, -2.126511, -3.439169], [8.510004, -3.790786, -3.174098], [9.870911, -3.247093, -1.240014], [8.192924, -3.153683, -0.674139], [-7.433442, -2.346586, -7.479722], [-9.283517, -2.044160, -8.000530], [-9.504396, -0.632838, -8.477996], [-9.586372, 0.617639, -6.987979], [-9.900634, -2.302474, -7.145692], [-9.468672, -2.752102, -8.805922], [-10.468795, -0.545246, -8.974323], [-8.722892, -0.283224, -9.145036], [3.697836, 13.013375, 2.501854], [3.522910, 11.123190, 2.930053], [4.602908, 10.665904, 3.872956], [6.305739, 10.441272, 2.957833], [3.528627, 10.584322, 1.988124], [2.545054, 11.025691, 3.396935], [4.364865, 9.682829, 4.276001], [4.774074, 11.358661, 4.690554], [-4.029894, -2.641590, -9.736868], [-2.332294, -2.256309, -8.867901], [-2.498763, -1.321757, -7.699719], [-2.768862, 0.513143, -8.288018], [-1.671258, -1.862292, -9.633243], [-1.959994, -3.221516, -8.530544], [-1.590331, -1.299380, -7.100731], [-3.341493, -1.576706, -7.064710], [-2.947984, 2.678479, -1.447028], [-4.464229, 3.885387, -1.612045], [-4.009914, 5.316178, -1.714183], [-3.448532, 6.009707, 0.014586], [-5.108361, 3.700357, -0.757927], [-4.978404, 3.582067, -2.522946], [-4.832647, 5.955412, -2.027787], [-3.172521, 5.445779, -2.392607], [-6.001900, 0.819537, 2.281015], [-6.605615, 0.408380, 4.082295], [-5.448134, 0.336790, 5.040955], [-4.457147, -1.325551, 4.827180], [-7.165438, -0.519865, 4.024283], [-7.278930, 1.219100, 4.353349], [-5.803630, 0.329481, 6.069304], [-4.738427, 1.147472, 4.909936], [5.028146, -2.613523, 11.509923], [6.184431, -3.694902, 10.377543], [7.173436, -4.484457, 11.192105], [8.624831, -3.362337, 11.840969], [6.655771, -3.017785, 9.673203], [5.513700, -4.362047, 9.840439], [7.652107, -5.242727, 10.576121], [6.726328, -4.955081, 12.061849]],
  "forces_ev_per_angstrom": [[0.8, -0.2, 0.4], [3.6, -1.2, 0.3], [0.2, -1.2, 3.6], [0.0, 0.6, 0.0], [0.3, -0.6, -0.1], [0.9, 0.1, 0.5], [-1.7, 0.3, -0.9], [1.3, -0.3, -0.7], [-0.2, 0.2, 1.3], [-0.4, -0.1, 0.0], [0.0, 0.3, 0.0], [1.3, 0.3, 0.1], [-1.9, -0.2, 0.3], [1.5, -0.6, -0.9], [-0.1, -1.4, -0.6], [-0.1, -0.1, 0.0], [0.5, 0.3, 0.8], [-0.6, 0.6, 0.3], [0.2, 1.4, 0.2], [-0.1, -0.9, 0.2], [0.0, 0.2, 0.3], [0.0, 0.2, 0.0], [-0.6, 0.0, -0.7], [0.5, 1.0, 0.0], [0.6, -0.6, -1.1], [-0.7, 0.2, 0.4], [1.1, 0.1, 0.2], [0.3, 1.5, -0.3], [-0.1, -0.2, 0.1], [0.6, 0.0, -0.7], [0.0, 0.2, 0.2], [0.2, 0.9, 0.2], [-0.2, -0.3, -0.4], [-0.2, -0.6, 0.0], [0.5, 0.2, -0.5], [-0.9, -0.4, 1.9], [0.0, 0.2, -0.3], [-0.4, -1.1, 0.1], [-0.1, 0.3, -0.3], [-0.4, 0.1, -0.2], [0.3, 0.0, -0.2], [-0.1, -0.1, -0.1], [0.0, 0.2, -0.1], [-0.1, 0.4, 0.3], [-0.1, -0.1, 0.0], [0.3, 0.0, -0.3], [0.0, 0.1, -0.2], [0.1, 0.0, 0.0], [0.3, 0.2, 0.1], [0.2, 0.0, 0.0], [0.0, -0.3, 0.1], [-0.1, -0.1, 0.0], [-0.1, -0.3, 0.3], [0.1, -0.1, 0.0], [-0.3, 0.0, 0.2], [0.1, -0.3, 0.2], [-0.4, -0.1, 0.2], [0.3, 0.3, 0.4], [-0.2, -0.1, 0.1], [-0.2, -0.3, 0.1], [-1.0, -1.1, 0.4], [-1.1, -0.9, -0.6], [1.1, 0.9, 0.3], [0.2, -0.1, -0.1], [0.1, 0.4, 0.1], [-0.2, 0.2, -0.1], [-0.1, 0.0, -1.0], [0.2, 0.4, -0.1], [0.0, -0.2, 0.1], [-0.1, 0.0, 0.1], [-0.1, 0.1, -0.3], [0.1, -0.1, 0.3], [0.0, 0.0, 0.0], [0.1, -0.1, 0.0], [0.0, 0.0, 0.0], [0.0, 0.0, 0.0], [-0.1, 0.0, 0.0], [0.1, 0.1, 0.0], [-0.2, 0.0, 0.1], [0.3, -0.1, 0.0], [-0.2, 0.1, 0.4], [0.0, 0.0, 0.0], [0.0, 0.0, 0.0], [0.0, 0.1, -0.1], [-0.1, 0.0, 0.0], [-4.3, 2.7, -3.4], [0.0, -0.4, 0.1], [-0.1, 0.0, -0.2], [0.1, 0.0, 0.2], [-0.1, 0.1, 0.0], [0.0, 0.0, 0.1], [0.0, 0.0, 0.0], [0.1, 0.0, 0.0], [0.0, 0.1, -0.1], [0.1, -0.2, 0.1], [-0.2, 0.2, -0.1], [-0.2, -0.5, 0.3], [-0.1, 0.0, 0.0], [0.0, 0.0, 0.0], [0.0, 0.0, 0.0], [0.1, 0.0, 0.0], [0.0, 0.0, -0.1], [-0.1, -0.3, 0.0], [0.1, 0.3, 0.1], [0.0, -0.1, 0.0], [0.0, 0.1, 0.0], [0.0, 0.0, 0.0], [0.0, -0.1, 0.0], [0.0, -0.1, -0.1], [0.0, 0.1, 0.0], [-0.2, -0.2, 0.0], [0.4, 0.1, -0.2], [-0.4, -0.2, -0.3], [0.1, 0.0, 0.0], [0.0, 0.0, 0.0], [-0.1, 0.0, 0.0], [-0.1, 0.0, -0.1], [0.1, 0.1, -0.1], [-0.2, -0.2, -0.1], [0.2, 0.1, 0.0], [-0.1, 0.0, 0.0], [0.0, 0.0, 0.1], [0.0, 0.0, 0.0], [0.0, 0.0, 0.0], [0.0, 0.0, 0.0], [-0.1, 0.0, 0.0], [0.2, -0.1, -0.1], [-0.2, 0.1, 0.1], [0.0, 0.0, -0.1], [0.0, 0.1, 0.0], [0.0, 0.1, 0.0], [0.0, -0.1, 0.0], [0.0, -0.1, 0.0], [0.0, 0.0, -0.1], [-0.1, 0.2, 0.1], [0.1, -0.3, -0.1], [0.0, 0.2, 0.0], [0.1, 0.0, 0.0], [0.0, 0.0, 0.0], [0.0, 0.0, 0.0], [0.0, 0.0, 0.0], [0.0, 0.1, 0.0], [-0.1, -0.3, 0.0], [0.2, 0.2, 0.0], [-0.1, 0.0, 0.1], [0.0, 0.1, 0.1], [0.0, 0.0, 0.0], [0.0, 0.0, 0.0], [0.0, -0.1, -0.1], [-0.1, -0.1, 0.0], [0.1, -0.2, -0.3], [-0.1, 0.2, 0.2], [0.1, 0.0, -0.1], [0.0, 0.1, 0.0], [0.0, 0.1, 0.0], [0.0, 0.0, 0.0], [0.0, -0.1, 0.0], [0.0, 0.0, 0.0], [0.0, 0.3, -0.1], [0.0, -0.2, 0.2], [0.0, 0.1, -0.1], [0.1, 0.0, 0.0], [0.0, 0.0, 0.1], [0.0, 0.0, 0.0], [0.0, 0.0, -0.1], [0.1, 0.0, 0.0], [-0.2, -0.1, 0.1], [0.2, 0.0, -0.1], [-0.1, 0.0, 0.1], [0.0, 0.0, 0.0], [0.0, 0.0, 0.0], [0.0, 0.0, 0.0], [0.0, 0.0, 0.0]],
  "mulliken_charge": [1.044, -1.604, -0.684, 0.274, -0.907, -0.363, 0.120, -0.530, -0.379, 0.022, -0.308, 1.708, -1.800, 1.280, 0.770, -0.788, -0.326, -0.510, -1.992, -0.106, 0.059, -1.458, -0.818, 0.620, -0.819, -0.119, -0.183, 0.604, -0.582, -0.590, -0.234, 0.454, -0.301, -1.068, 0.160, 0.922, -0.793, 1.146, -0.579, 0.550, 0.643, -0.043, 1.051, 0.279, 0.281, 0.324, 0.308, 0.400, 0.618, 0.026, 0.424, 0.393, 0.372, 0.424, 0.025, -0.218, 0.401, 0.374, 0.597, -0.311, 0.417, 0.137, 0.097, -0.042, 0.296, 0.341, -0.015, 0.008, 0.281, -0.132, -0.518, -0.621, -0.068, 0.307, 0.346, 0.316, 0.365, -0.152, -0.637, -0.425, -0.101, 0.318, 0.348, 0.194, 0.466, 0.077, -0.509, -0.659, -0.191, 0.343, 0.076, 0.455, 0.351, -0.137, -0.426, -0.634, -0.055, 0.363, 0.195, 0.375, 0.360, -0.079, -0.706, -0.513, -0.103, 0.423, 0.364, 0.380, 0.285, -0.134, -0.567, -0.656, 0.018, 0.367, 0.366, 0.342, 0.377, -0.083, -0.568, -0.590, -0.126, 0.364, 0.335, 0.368, 0.330, -0.087, -0.623, -0.563, -0.130, 0.360, 0.340, 0.338, 0.368, -0.138, -0.623, -0.501, -0.158, 0.370, 0.348, 0.269, 0.388, -0.161, -0.600, -0.366, -0.100, 0.401, 0.391, 0.139, 0.308, 0.056, -0.648, -0.649, -0.157, 0.425, 0.270, 0.433, 0.337, -0.103, -0.615, -0.572, -0.121, 0.359, 0.339, 0.333, 0.371, -0.136, -0.603, -0.582, -0.141, 0.366, 0.365, 0.362, 0.375],
  "homo_lumo_gap_ev": 7.5,
  "multiplicity": 1
}